(1)
A gas-phase ion, C3BrNO6 (charge -2) at a distorted geometry, computed with ωB97M-V/def2-TZVPD.

```
! RIJCOSX wB97M-V def2-TZVPD def2/J DEFGRID3
* xyz -2 1
O 0.69 2.14 0.08
C 1.33 1.11 -0.16
O 2.28 0.61 0.38
O 0.89 0.51 -1.42
C 0.25 -0.60 -1.09
O 0.30 -1.58 -1.82
C -0.38 -0.53 0.23
Br 0.53 -1.38 1.64
N -1.55 -0.18 0.60
O -2.41 0.21 -0.26
O -1.94 -0.31 1.81
*
```

Summary:
ΔE to the lowest compared entry with this formula, charge and spin in kJ/mol: 75.1
Molecular weight in g/mol: 225.9
SMILES: O=C([O-])OC(=O)C(Br)=[N+]([O-])[O-]
HOMO in eV: -0.32

These are the Löwdin partial charges, in e, on atoms 1 to 8: -0.01 -0.84 -0.04 0.07 -0.54 0.05 -0.61 0.78

=====

(2)
A molecular structure, C3CdO4 at a distorted geometry, computed with ωB97M-V/def2-TZVPD.

```
! RIJCOSX wB97M-V def2-TZVPD def2/J DEFGRID3
* xyz 0 1
C 2.29 2.63 -1.08
C 1.68 1.57 -0.53
O 0.37 2.02 -0.88
O 1.96 0.29 -0.80
O -1.30 -1.22 0.57
C -2.13 -1.94 0.97
O -2.95 -2.61 1.41
Cd 0.09 -0.05 -0.34
*
```

Summary:
ΔE to the lowest compared entry with this formula, charge and spin in kJ/mol: 0.0
Molecular weight in g/mol: 212.4
HOMO in eV: -6.63

Charges obtained by Löwdin population analysis, quoted in units of e: 0.18 -0.90 -0.39 -0.35 0.04 -0.33 0.30 1.45

=====

(3)
C3Cl6 in the gas phase at a distorted geometry, computed with ωB97M-V/def2-TZVPD.

```
! RIJCOSX wB97M-V def2-TZVPD def2/J DEFGRID3
* xyz 0 1
Cl -2.91 0.25 0.00
C -1.32 0.57 0.18
Cl -1.01 2.17 0.81
C -0.30 -0.33 -0.04
Cl -0.97 -1.69 -0.84
C 1.22 -0.34 0.03
Cl 1.86 -0.36 1.70
Cl 1.86 -1.59 -1.05
Cl 1.58 1.31 -0.79
*
```

Summary:
ΔE to the lowest compared entry with this formula, charge and spin in kJ/mol: 0.0
Molecular weight in g/mol: 248.8
SMILES: ClC(Cl)=C(Cl)C(Cl)(Cl)Cl
HOMO in eV: -9.44

These are the Löwdin partial charges, in e, on atoms 1 to 8: 0.72 -1.26 0.61 -0.89 0.64 -1.50 0.60 0.57